ORCA calculation (ωB97M-V with the def2-TZVPD basis set) on a molecular structure, C42H55F4N8P2RbS.

## Properties
- ΔE to the lowest compared entry with this formula, charge and spin: 8.95 kJ/mol
- Frontier orbital gap: 5.44 eV
- Lowest unoccupied orbital energy: -0.0219 hartree
- Total charge: 0

```
113
Properties=species:S:1:pos:R:3:forces:R:3
Rb 1.454817 -0.761354 -0.260017 -0.001 0.056 0.009
C 1.375575 -3.726497 -2.256786 0.019 -0.007 0.008
N 2.585897 -3.098764 -1.759655 -0.028 -0.012 0.020
C 3.455066 -2.698134 -2.848961 -0.005 0.006 0.002
C 3.317253 -3.954354 -0.825153 -0.035 -0.001 0.004
C 2.505563 -4.448476 0.363817 -0.017 0.032 -0.019
N 1.993939 -3.326391 1.121383 0.080 -0.030 0.002
C 1.380083 -3.552880 2.270043 -0.026 0.039 -0.021
C 0.980273 -2.422054 3.043194 0.028 -0.030 0.010
F 1.328782 -1.190476 2.555247 -0.064 0.068 0.127
C 0.248826 -2.478250 4.194698 0.001 -0.020 -0.010
F -0.088053 -1.306706 4.798939 -0.002 0.009 -0.007
C -0.159675 -3.677921 4.752650 -0.021 0.019 0.028
C 0.239990 -4.808869 4.059106 0.006 -0.009 -0.009
F -0.117658 -6.016185 4.539251 -0.001 -0.017 0.001
C 0.972178 -4.772420 2.893835 0.002 0.022 -0.033
F 1.250193 -5.962777 2.301907 0.007 -0.002 -0.008
H 1.563792 -4.710473 -2.719256 0.002 0.005 -0.004
H 0.915872 -3.081574 -3.009065 -0.010 0.005 0.007
H 0.661615 -3.858993 -1.442003 -0.001 -0.023 -0.015
H 3.804158 -3.558662 -3.445392 0.001 0.003 -0.003
H 4.327193 -2.178891 -2.449201 -0.002 0.001 -0.002
H 2.930430 -2.009312 -3.514014 0.002 -0.002 -0.004
H 4.164545 -3.370838 -0.452743 0.005 -0.009 -0.003
H 3.724780 -4.832565 -1.360247 0.001 0.003 0.005
H 3.181644 -5.081108 0.954278 0.006 -0.007 -0.008
H 1.715632 -5.123864 0.006258 0.004 -0.002 0.001
H -0.725795 -3.734804 5.668252 0.005 0.005 0.003
C -2.659591 -2.961263 -2.002135 -0.007 0.003 0.008
P -1.983032 -1.578692 -1.000067 -0.053 0.003 0.038
C -3.208793 -0.277637 -1.541588 0.041 0.019 -0.014
N -4.472159 -0.626373 -1.567300 -0.005 -0.005 0.004
C -5.387102 0.266221 -2.015791 -0.003 0.021 -0.010
C -6.761410 -0.075570 -2.020738 0.014 -0.003 -0.004
C -7.677599 0.821699 -2.483594 -0.004 0.007 0.002
C -7.268405 2.089965 -2.966436 -0.005 -0.009 0.004
C -5.950463 2.438680 -2.975603 0.009 -0.011 -0.001
C -4.981542 1.526281 -2.491726 -0.013 -0.006 0.004
N -3.670649 1.868375 -2.498705 0.001 -0.009 -0.006
C -2.794500 1.017852 -2.021634 -0.028 -0.004 0.004
P -1.003379 1.536600 -2.080926 0.056 -0.072 0.052
C -1.000281 2.266839 -3.767138 -0.009 0.001 0.011
C -0.978830 3.053510 -0.978907 0.025 0.005 0.014
C -1.313840 2.579713 0.436461 -0.024 -0.038 -0.029
C 0.469196 3.558774 -1.013522 -0.010 -0.004 -0.008
C -1.913838 4.193564 -1.371193 -0.011 0.007 0.003
C -2.523355 -2.027387 0.739347 0.017 -0.013 0.013
C -4.011839 -2.271609 0.968175 -0.004 -0.011 -0.013
C -1.742417 -3.307312 1.072612 -0.022 -0.008 -0.037
C -2.051632 -0.900464 1.661144 -0.011 -0.002 -0.036
H -3.724197 -3.115318 -1.829876 0.016 -0.001 -0.006
H -2.106662 -3.872368 -1.774727 0.002 -0.003 0.000
H -2.503951 -2.729577 -3.056823 0.002 -0.006 -0.003
H -7.046992 -1.051085 -1.649776 0.006 -0.003 0.001
H -8.729621 0.568425 -2.486459 -0.002 0.000 -0.002
H -8.014354 2.783611 -3.331730 -0.002 -0.002 0.001
H -5.611770 3.399368 -3.340726 0.005 0.001 0.002
H -1.865009 2.904511 -3.941383 0.000 0.005 -0.005
H -1.001001 1.458447 -4.499770 0.001 0.000 -0.001
H -0.081943 2.840701 -3.900107 -0.001 0.000 -0.004
H -0.663994 1.763124 0.760179 0.000 0.015 -0.016
H -2.353420 2.248061 0.508727 0.002 0.006 0.000
H -1.175344 3.405402 1.140957 0.003 0.010 -0.009
H 1.183326 2.783663 -0.729943 0.001 -0.002 -0.001
H 0.587315 4.378050 -0.298655 -0.003 0.006 -0.004
H 0.737308 3.937886 -2.002344 0.000 0.004 0.002
H -2.960904 3.902288 -1.317859 0.000 0.004 -0.001
H -1.714407 4.554354 -2.381051 0.002 0.008 -0.007
H -1.753983 5.031752 -0.685155 0.003 0.002 0.003
H -4.419069 -3.012682 0.279749 -0.001 0.002 0.004
H -4.597349 -1.359551 0.863034 -0.003 0.004 0.003
H -4.147939 -2.651008 1.985682 -0.002 0.001 -0.001
H -2.165316 -4.172687 0.558713 0.005 -0.006 0.000
H -1.792364 -3.501313 2.147957 -0.005 0.004 0.001
H -0.684323 -3.230948 0.804479 -0.016 0.012 -0.004
H -2.540611 0.047934 1.423588 -0.003 0.001 0.003
H -0.971820 -0.756309 1.595926 0.020 0.030 0.028
H -2.287163 -1.153617 2.699308 0.019 0.004 0.003
C 6.078243 -0.552027 1.740874 0.014 0.026 -0.007
C 6.862610 0.343557 1.033027 -0.017 -0.004 -0.006
C 6.306886 1.030673 -0.035073 -0.007 -0.003 0.016
C 4.975583 0.792588 -0.359522 -0.024 0.025 -0.024
N 4.228226 -0.079263 0.312787 0.011 -0.082 -0.004
C 4.761922 -0.731631 1.340680 -0.013 0.038 -0.051
C 4.303227 1.506238 -1.490291 0.013 -0.059 0.067
C 4.683472 2.794973 -1.853158 -0.003 0.008 -0.022
C 4.047384 3.408650 -2.918868 -0.008 -0.016 0.007
C 3.048458 2.720902 -3.588213 0.010 -0.005 0.018
C 2.718482 1.451188 -3.138880 0.012 0.029 -0.033
N 3.321534 0.852086 -2.117889 0.019 0.012 0.024
H 6.472480 -1.103858 2.582804 0.001 -0.002 -0.003
H 7.898055 0.503989 1.304320 0.002 0.001 0.000
H 6.903012 1.720989 -0.615914 0.000 0.002 -0.002
H 4.100324 -1.424209 1.852515 0.009 -0.021 -0.013
H 5.449646 3.313974 -1.294567 0.002 0.006 0.000
H 4.323895 4.411710 -3.216900 0.000 0.003 0.000
H 2.526944 3.156449 -4.429855 0.004 0.004 -0.005
H 1.927498 0.885809 -3.622432 0.003 0.007 0.003
C 0.806449 4.854097 2.967277 -0.002 0.032 -0.026
N 0.421772 3.553142 3.445148 0.010 -0.034 -0.018
C -0.841407 3.347402 4.138017 -0.015 0.003 0.025
C -0.788832 1.853038 4.461347 -0.007 0.000 0.007
N 0.136608 1.381906 3.444432 0.000 -0.011 -0.078
C 0.912814 2.381219 2.971008 0.052 -0.011 0.107
S 2.246832 2.171457 1.988108 -0.028 -0.015 -0.065
H 0.924327 5.543064 3.805084 0.000 -0.009 0.001
H 0.053336 5.262739 2.283709 -0.007 -0.003 -0.002
H 1.751396 4.759099 2.437681 0.002 0.003 0.006
H -1.682438 3.593170 3.477512 0.003 -0.003 0.004
H -0.907075 3.972365 5.028496 -0.003 0.002 -0.002
H -1.758031 1.365084 4.377100 0.000 0.008 0.001
H -0.391649 1.675845 5.464796 -0.001 -0.008 -0.004
H 0.482117 0.434299 3.421823 0.011 0.005 0.018
```
Forces are in eV/Å.

ORCA calculation (ωB97M-V with the def2-TZVPD basis set) on a molecular structure, C6H4MnO6 at a distorted geometry.

## Properties
- ⟨S²⟩: 8.792
- Frontier orbital gap (spin up / spin down): 5.35 / 6.49 eV
- Lowest unoccupied orbital energy (spin up / spin down): -0.3808 / -0.5083 hartree
- Total charge: +2
- 2S+1: 6

```
17
Properties=species:S:1:pos:R:3:forces:R:3
O 1.554496 2.426259 -3.456502 -0.180 -0.233 0.355
C 1.103098 1.846299 -2.615060 0.267 0.354 -0.559
Mn 0.009993 0.457777 -0.615077 0.592 0.661 -0.327
O 2.468370 0.528123 1.080691 -3.661 0.301 -3.159
C 1.533460 0.540186 0.384760 7.054 -0.246 5.687
C -1.592427 0.281340 -1.436364 -8.602 -1.376 -3.592
O -2.633891 0.134174 -1.923903 4.251 0.751 1.672
C 0.524480 -1.148466 -1.268147 2.934 -7.939 -3.953
O 0.844615 -2.195853 -1.660886 -1.396 4.118 1.766
C -0.595193 1.932336 0.250439 -2.696 7.786 3.649
O -1.005658 2.857751 0.829882 1.536 -3.830 -2.100
C -0.061897 -1.618940 1.850197 -1.227 1.124 -0.487
O -0.950384 -0.697423 1.072268 0.073 0.879 -0.688
H 0.501741 -2.151636 1.080264 -0.188 -0.262 0.536
H -0.805897 -2.190885 2.388890 0.657 -0.603 0.377
H 0.562372 -0.965032 2.442280 0.260 -0.444 0.518
H -1.457278 -0.036009 1.596270 0.327 -1.042 0.305
```
Forces are in eV/Å.

ORCA calculation (ωB97M-V with the def2-TZVPD basis set) on a molecular structure, C22H15FeN7S2Se.

## Properties
- ΔE to the lowest compared entry with this formula, charge and spin: 0.00 kJ/mol
- Frontier orbital gap (spin up / spin down): 5.86 / 5.88 eV
- Lowest unoccupied orbital energy (spin up / spin down): -0.0673 / -0.0673 hartree
- Total charge: 0

```
48
Properties=species:S:1:pos:R:3:forces:R:3
Fe -0.295362 -0.657994 -0.252594 -0.087 -0.157 -0.029
C 0.729853 -2.023642 4.736372 -0.009 -0.004 -0.014
S 1.716269 -0.730256 3.972288 0.024 -0.020 -0.011
C 1.024557 -0.604543 2.369994 0.032 0.168 0.062
S -0.296497 -1.552982 1.870595 0.160 -0.060 0.017
N 1.663457 0.321041 1.663004 -0.215 -0.123 -0.089
N 1.105344 0.469172 0.436024 -0.141 -0.129 0.002
C 1.645777 1.273550 -0.409313 -0.044 0.103 -0.194
C 0.995841 1.328649 -1.716953 0.031 0.035 0.220
C 1.394249 2.168641 -2.747808 -0.013 0.054 -0.026
C 0.672753 2.162106 -3.928219 0.015 0.021 -0.013
C -0.436779 1.337347 -4.042863 -0.031 -0.007 0.032
C -0.773248 0.524620 -2.973171 0.041 0.048 0.018
N -0.061183 0.501817 -1.849499 0.250 -0.177 -0.147
H 1.179872 -2.191432 5.713680 -0.006 0.004 0.006
H 0.768024 -2.939665 4.152278 0.003 -0.005 0.008
H -0.303001 -1.706635 4.856879 -0.001 -0.007 -0.007
H 2.514443 1.870648 -0.155347 -0.014 0.003 0.003
H 2.247886 2.818650 -2.611993 -0.001 -0.003 -0.001
H 0.963974 2.806016 -4.747613 -0.005 0.002 0.002
H -1.039338 1.325840 -4.939574 -0.003 -0.003 0.001
H -1.639950 -0.122724 -2.987203 0.015 -0.026 -0.033
N -9.686215 2.516656 0.774072 -0.011 0.004 0.001
C -8.594632 2.171850 0.667199 0.122 -0.040 -0.012
C -7.227895 1.739631 0.529963 -0.127 0.036 0.012
C -6.215228 2.677133 0.338917 0.022 0.020 -0.003
C -4.906098 2.259147 0.200713 0.001 0.019 0.005
C -4.576119 0.899848 0.254005 0.053 -0.010 -0.002
C -5.604157 -0.029136 0.453329 -0.003 -0.012 -0.005
C -6.915501 0.382951 0.587110 0.001 -0.027 0.003
C -3.219579 0.470728 0.108706 -0.073 0.019 -0.107
C -2.065256 0.102128 -0.017878 0.127 0.103 0.299
H -6.462449 3.729502 0.298491 0.003 -0.001 0.000
H -4.116243 2.982704 0.051949 -0.002 0.000 -0.001
H -5.355193 -1.080300 0.503255 -0.003 0.000 0.000
H -7.704952 -0.340672 0.739997 0.002 -0.001 -0.001
Se -0.507715 -3.855379 -3.754372 -0.181 -0.043 -0.111
N 1.208334 -4.266402 -3.694436 0.070 -0.036 -0.016
C 1.717753 -3.579586 -2.694612 0.319 -0.005 0.144
C 3.086687 -3.620191 -2.262554 -0.208 -0.079 -0.160
C 3.421299 -2.862639 -1.199532 -0.130 0.179 0.220
C 2.437862 -2.031731 -0.548549 0.224 -0.155 0.046
N 1.194314 -1.950224 -0.907690 -0.277 0.150 -0.292
C 0.802466 -2.731911 -1.976466 0.032 -0.017 0.056
N -0.444329 -2.737966 -2.389814 0.025 0.161 0.154
H 3.797520 -4.248852 -2.780909 -0.015 -0.006 -0.011
H 4.429749 -2.854787 -0.810736 -0.005 0.020 0.008
H 2.730749 -1.428758 0.305244 0.036 0.002 -0.033
```
Forces are in eV/Å.

ORCA calculation (ωB97M-V with the def2-TZVPD basis set) on 2 unconnected molecules or ions with the total composition C5H10N3O2 at a distorted geometry.

## Properties
- ΔE to the lowest compared entry with this formula, charge and spin: 455.85 kJ/mol
- Frontier orbital gap: 8.21 eV
- Lowest unoccupied orbital energy: -0.2216 hartree
- Total charge: +1

```
20
Properties=species:S:1:pos:R:3:forces:R:3
C -3.539528 0.114192 -0.009043 -1.611 1.336 -0.291
C 1.584370 1.083109 -0.969242 -3.192 -1.247 -0.347
C 1.391846 0.030130 1.475591 -1.475 0.572 -1.729
C 1.402042 -1.351109 -0.653979 -1.711 0.522 1.917
C 1.422685 -0.013198 0.007544 -0.648 -1.285 -0.371
N -1.852926 -0.920634 0.958159 0.647 -0.572 0.585
N -2.366926 0.780098 -0.234748 3.092 -1.166 1.140
N -1.345003 0.060556 0.399683 -1.697 0.454 -0.675
O -4.613088 0.433400 -0.392934 -0.311 -0.522 0.116
O -3.222125 -0.961013 0.809051 0.899 0.912 -0.910
H 2.618184 1.073114 -0.919698 2.728 0.745 -0.544
H 1.205508 0.710287 -1.925523 0.794 -0.292 -0.137
H 1.091035 2.037206 -0.961311 0.294 0.665 1.385
H 2.365474 0.186548 1.801917 2.258 0.456 0.680
H 1.047272 -0.871546 1.918068 -0.364 -0.830 0.188
H 0.804434 0.870931 1.768424 -0.281 0.673 0.521
H 0.348515 -1.335988 -1.103870 1.195 -0.477 0.584
H 2.081613 -1.433382 -1.427592 1.274 0.231 -2.035
H 1.625847 -2.184225 0.018484 -0.700 0.166 0.042
H -2.049226 1.691522 -0.558975 -1.190 -0.342 -0.118
```
Forces are in eV/Å.

ORCA calculation (ωB97M-V with the def2-TZVPD basis set) on a gas-phase ion, C4H3N2 (charge +1) at a distorted geometry.

## Properties
- ΔE to the lowest compared entry with this formula, charge and spin: 357.57 kJ/mol
- Frontier orbital gap (spin up / spin down): 7.56 / 7.77 eV
- Lowest unoccupied orbital energy (spin up / spin down): -0.2608 / -0.2665 hartree
- Total charge: +1

```
9
Properties=species:S:1:pos:R:3:forces:R:3
C 1.842341 -0.301009 1.450745 0.505 -0.211 1.731
C 1.456187 -0.257666 0.261916 -0.793 0.355 -2.405
C -1.411009 -0.229530 1.294109 1.708 0.638 -6.714
C -0.527507 0.195862 -0.974166 1.765 0.452 -0.738
N -1.155508 -0.009150 0.162596 -1.980 -0.251 3.594
N 0.826698 0.038681 -0.859028 -1.163 -0.472 1.251
H -1.449415 -0.222833 2.296303 -0.589 -0.093 3.494
H -0.867037 0.686037 -1.897533 -0.556 -0.627 0.747
H 1.285250 0.099609 -1.734943 1.101 0.210 -0.959
```
Forces are in eV/Å.

ORCA calculation (ωB97M-V with the def2-TZVPD basis set) on a gas-phase ion, C6H12NS (charge +1) at a distorted geometry.

## Properties
- ΔE to the lowest compared entry with this formula, charge and spin: 0.00 kJ/mol
- Frontier orbital gap: 9.94 eV
- Lowest unoccupied orbital energy: -0.1663 hartree
- Total charge: +1

```
20
Properties=species:S:1:pos:R:3:forces:R:3
C 2.485805 -0.464484 -0.008806 -0.367 0.122 -0.005
C 1.052209 -0.890377 -0.325463 0.539 0.488 -0.502
C 0.032208 0.132263 0.124803 0.330 -0.733 1.156
N 0.324348 1.567185 -0.031269 0.457 0.354 -0.746
C -0.660350 2.319555 0.313096 -0.873 -0.382 0.241
S -2.065468 1.429342 0.741536 -0.047 0.719 -0.856
C -1.411576 0.025683 -0.299665 0.255 0.149 0.843
C -2.150189 -1.226113 0.087653 -0.189 0.059 -0.211
H 2.659725 -0.460403 1.060320 0.100 0.005 0.238
H 3.178257 -1.149322 -0.473521 0.245 -0.153 -0.047
H 2.704670 0.530050 -0.383556 0.213 0.134 -0.173
H 0.868705 -1.783861 0.255853 -0.348 -0.331 -0.100
H 0.971011 -1.130964 -1.381332 -0.167 -0.018 -0.184
H 0.012225 0.026205 1.218171 -0.002 -0.021 0.179
H 1.193129 1.968652 -0.367010 0.051 -0.249 0.094
H -0.614974 3.394476 0.285280 0.148 0.224 0.230
H -1.488383 0.300276 -1.347659 -0.423 0.047 -0.184
H -1.967659 -2.022881 -0.621349 0.192 -0.229 -0.052
H -1.908918 -1.542220 1.097038 0.141 -0.101 0.113
H -3.214773 -1.023063 0.055881 -0.254 -0.082 -0.034
```
Forces are in eV/Å.